Entry from the Open Molecules 2025 dataset: a structure of composition C26H22F5N4O (the ωB97M-V functional and the def2-TZVPD basis).

As for the total charge: +1. As for the energy relative to the best compared isomer or geometry (same formula, charge and spin): 10.4 kcal per mole. The value obtained for the total energy is -48905.3466 eV. As for the gap between HOMO and LUMO: 7.2 eV.

Cartesian coordinates (Å):
H1 0.477 -3.597 0.089
H2 2.692 -1.711 2.797
C1 -3.453 3.124 1.853
H3 0.169 -5.536 -3.825
H4 -0.915 -1.730 -5.290
H5 -3.922 -1.085 1.304
H6 2.084 1.574 0.059
C2 0.109 -2.984 -3.236
F1 -1.376 4.357 0.012
H7 5.017 -0.894 3.249
C3 0.860 -1.076 -1.900
C4 -1.487 0.049 1.387
H8 0.599 -1.591 1.454
H9 -5.295 -0.361 2.200
N1 -0.310 -3.562 -4.420
C5 -4.611 -0.239 1.350
C6 -0.340 -4.981 -4.637
C7 0.509 -1.622 -3.155
C8 -2.487 1.135 1.514
C9 -4.443 2.212 1.720
C10 4.009 1.497 1.039
C11 -0.969 3.065 1.943
N2 0.768 -1.702 -0.708
C12 1.535 4.262 2.206
C13 -0.130 2.713 2.995
H10 -1.769 -3.201 -5.890
F2 1.991 2.856 4.072
C14 4.363 -0.360 2.546
F3 2.780 4.774 2.276
H11 -5.212 -0.170 0.434
H12 -0.140 -4.764 -1.967
C15 -0.132 0.334 0.946
H13 -5.516 2.320 1.749
C16 0.862 -0.652 0.928
C17 0.675 4.666 1.184
C18 3.069 -0.828 2.274
F4 1.067 5.614 0.298
O1 -1.824 -1.132 1.701
H14 0.141 -5.237 -5.605
C19 4.845 0.807 1.930
H15 -0.134 -2.909 -6.423
F5 -0.550 1.789 3.887
H16 0.027 1.318 0.468
C20 0.483 -3.016 -0.821
H17 1.203 -0.050 -1.894
C21 2.711 1.024 0.763
H18 -3.494 4.184 2.035
H19 4.366 2.405 0.546
N3 -2.248 2.440 1.758
C22 1.131 3.283 3.117
H20 0.545 -0.993 -4.058
H21 5.862 1.164 2.113
N4 -3.841 0.982 1.526
C23 2.239 -0.156 1.343
C24 0.148 -3.701 -2.009
C25 -0.569 4.055 1.060
C26 -0.794 -2.803 -5.538
H22 -1.376 -5.361 -4.753

=====

Entry from the Open Molecules 2025 dataset: the ion C3H4FO4S with charge -1 (the ωB97M-V functional and the def2-TZVPD basis).

As for the total charge: -1. As for the energy relative to the best compared isomer or geometry (same formula, charge and spin): 13.2 kcal per mole. As for the structure (SMILES): CS(=O)(=O)[C@@H](F)C(=O)[O-]. The value obtained for the total energy is -24918.7733 eV. As for the gap between HOMO and LUMO: 8.6 eV.

Cartesian coordinates (Å):
O1 -0.258 1.621 -1.821
O2 0.397 2.188 0.453
H1 2.307 0.383 -1.260
C1 -0.820 -1.398 1.322
H2 1.900 -0.041 0.424
F1 -1.918 -0.509 -0.858
H3 1.433 -0.870 -1.083
O3 -0.962 -1.051 2.457
C2 1.507 0.057 -0.531
S1 0.030 1.134 -0.492
C3 -1.202 0.051 0.197
O4 -0.508 -2.345 0.671
H4 -1.906 0.781 0.519

=====

Entry from the Open Molecules 2025 dataset: the ion C6H6BrO2 with charge -1 (the ωB97M-V functional and the def2-TZVPD basis).

As for the total charge: -1. As for the energy relative to the best compared isomer or geometry (same formula, charge and spin): 0.0 kcal per mole. The value obtained for the total energy is -80457.2870 eV. As for the gap between HOMO and LUMO: 7.2 eV.

Cartesian coordinates (Å):
C1 -0.212 0.482 0.378
H1 0.623 -1.287 -1.880
C2 1.109 -1.171 -0.905
Br1 3.487 -0.091 0.298
C3 2.023 0.006 -0.974
H2 -1.004 1.116 2.287
O1 -0.688 -1.825 0.573
C4 -1.349 0.920 1.268
H3 -2.084 0.117 1.307
C5 -0.012 -0.902 0.116
H4 1.593 -2.123 -0.652
C6 0.619 1.405 -0.165
O2 0.841 2.572 -0.331
H5 -1.816 1.828 0.887
H6 2.451 0.241 -1.944

=====

Entry from the Open Molecules 2025 dataset: a structure of composition C35H51AsCrN8S2 (the ωB97M-V functional and the def2-TZVPD basis).

As for the total charge: +1. As for the energy relative to the best compared isomer or geometry (same formula, charge and spin): 0.0 kcal per mole. As for the multiplicity: 4. The value obtained for the total energy is -159970.0983 eV. As for the gap between HOMO and LUMO (spin up / spin down): 7.2 / 7.2 eV.

Cartesian coordinates (Å):
C1 -0.480 5.241 2.104
C2 -0.936 4.418 -0.749
C3 -2.499 -1.659 3.598
H1 -6.157 1.567 -3.370
H2 2.686 5.105 -1.801
H3 -1.635 3.440 2.485
H4 2.782 -3.462 1.251
H5 -6.340 1.178 -1.073
H6 0.942 5.949 0.611
H7 -4.842 0.190 0.365
C4 4.063 -3.805 -1.615
H8 -4.305 -0.788 2.807
C5 3.586 4.534 -1.590
C6 -3.198 -0.198 -0.879
N1 3.170 -3.363 0.326
N2 -2.539 -0.911 0.039
H9 4.198 5.044 -0.845
C7 1.010 -5.752 2.614
H10 3.862 -5.374 -0.080
C8 3.744 -4.365 -0.436
C9 2.485 2.964 0.800
H11 5.363 2.388 -0.089
C10 0.084 -3.500 0.493
H12 2.259 1.975 1.196
N3 -0.643 1.166 0.283
H13 5.305 1.999 -1.826
H14 -0.502 0.345 2.561
C11 0.217 -4.898 0.386
H15 -0.659 6.486 -1.167
C12 0.170 -2.765 1.790
C13 -3.265 -0.896 2.494
H16 3.270 3.436 1.393
H17 -4.266 -1.795 0.780
H18 -0.162 7.186 1.173
C14 4.789 1.893 -0.875
C15 -3.246 -1.596 1.115
C16 -0.488 -2.443 -3.071
C17 -5.400 0.884 -1.528
As1 3.082 2.766 -1.020
H19 -1.698 4.196 -1.495
C18 3.108 -2.200 -0.356
H20 1.695 -4.635 4.254
C19 1.206 -4.556 3.288
N4 3.676 -2.470 -1.556
H21 -1.562 -2.648 -3.083
Cr1 -0.601 -0.830 -0.120
C20 -0.986 5.878 -0.325
C21 -4.494 0.290 -0.657
S1 1.660 2.004 -2.335
H22 0.804 -0.550 3.286
C22 3.744 -1.532 -2.672
H23 -0.072 -4.239 -2.042
H24 -0.683 -1.756 4.715
N5 -1.152 -0.426 -1.961
H25 -2.506 4.670 1.585
H26 -0.064 -2.853 -3.991
H27 1.259 -3.100 -2.027
H28 -0.874 5.839 2.928
C23 -1.529 4.207 1.721
H29 4.774 -1.414 -3.000
H30 -2.867 0.117 2.378
C24 -0.096 6.136 0.895
H31 -4.315 1.124 -4.729
H32 -2.262 0.304 -4.199
H33 -0.543 -0.497 -4.011
C25 -5.294 1.132 -2.881
N6 -0.235 -1.511 1.720
H34 0.405 4.725 2.484
H35 4.529 -4.227 -2.490
H36 -2.015 6.173 -0.106
C26 0.169 -3.188 -1.912
H37 1.268 -6.665 3.137
C27 -2.941 0.374 -3.361
H38 4.649 0.845 -0.629
H39 3.343 -0.576 -2.346
C28 -0.303 -0.922 -3.041
C29 -0.880 2.287 0.396
H40 -1.359 -0.141 4.623
C30 0.835 -3.271 2.932
H41 1.587 3.575 0.813
C31 -2.404 -0.035 -2.127
H42 0.034 4.177 -1.189
C32 0.540 -5.871 1.320
H43 4.147 4.420 -2.513
C33 -1.166 -1.047 4.041
H44 1.108 -2.512 3.652
H45 -0.026 -5.302 -0.585
H46 -2.323 -2.686 3.263
H47 -3.125 -1.735 4.489
C34 -4.189 0.873 -3.681
N7 -1.138 3.563 0.450
S2 2.469 -0.728 0.189
H48 -2.768 -2.571 1.229
N8 -0.154 -2.710 -0.554
H49 3.138 -1.895 -3.501
C35 -0.219 -0.646 2.902
H50 0.456 -6.889 0.951
H51 0.735 -0.661 -2.818

=====

Entry from the Open Molecules 2025 dataset: the molecule C5H11N (the ωB97M-V functional and the def2-TZVPD basis).

As for the energy relative to the best compared isomer or geometry (same formula, charge and spin): 39.5 kcal per mole. As for the structure (SMILES): C=CCCCN. The value obtained for the total energy is -6851.8140 eV. As for the gap between HOMO and LUMO: 10.5 eV.

Cartesian coordinates (Å):
C1 -2.277 1.913 0.389
H1 -1.917 1.942 1.418
H2 -1.138 -0.445 0.944
H3 3.331 -1.688 0.435
C2 0.484 -0.122 -0.364
C3 -1.050 -0.261 -0.145
C4 1.305 -1.218 0.367
H4 3.080 -0.295 -0.271
H5 -3.006 2.636 0.007
H6 0.811 0.809 0.140
H7 0.747 -0.228 -1.445
H8 0.808 -2.160 0.049
C5 -1.788 1.054 -0.486
N1 2.662 -1.207 -0.158
H9 -1.680 1.373 -1.614
H10 -1.469 -1.155 -0.648
H11 1.097 -0.948 1.381

=====

Entry from the Open Molecules 2025 dataset: a cluster of 2 separate species, CH5NO in total (the ωB97M-V functional and the def2-TZVPD basis).

As for the total charge: -1. As for the energy relative to the best compared isomer or geometry (same formula, charge and spin): 14.0 kcal per mole. As for the multiplicity: 2. The value obtained for the total energy is -4653.5676 eV. As for the gap between HOMO and LUMO (spin up / spin down): 3.3 / 6.7 eV.

Cartesian coordinates (Å):
H1 2.363 -0.266 -1.939
H2 0.866 0.390 -1.555
H3 -1.064 0.702 2.835
H4 -2.050 0.500 1.514
O1 -1.271 -1.335 2.233
C1 -1.451 -0.092 2.215
N1 1.400 -0.156 -2.198
H5 1.206 0.257 -3.105

=====

Entry from the Open Molecules 2025 dataset: the molecule C4H2N2O (the ωB97M-V functional and the def2-TZVPD basis).

As for the energy relative to the best compared isomer or geometry (same formula, charge and spin): 74.8 kcal per mole. The value obtained for the total energy is -9203.4936 eV. As for the gap between HOMO and LUMO: 7.3 eV.

Cartesian coordinates (Å):
C1 -1.158 1.644 0.637
C2 -0.124 0.937 0.219
C3 -0.016 -1.560 -0.444
O1 -1.098 -1.143 -0.041
N1 -1.928 2.432 1.051
H1 0.117 -2.574 -0.708
H2 2.097 0.805 -0.002
C4 1.013 0.366 -0.120
N2 1.096 -0.907 -0.592

=====

Entry from the Open Molecules 2025 dataset: a structure of composition C16H20LaNO (the ωB97M-V functional and the def2-TZVPD basis).

As for the total charge: -2. As for the energy relative to the best compared isomer or geometry (same formula, charge and spin): 0.0 kcal per mole. The value obtained for the total energy is -21311.7258 eV. As for the gap between HOMO and LUMO: 2.5 eV.

Cartesian coordinates (Å):
C1 0.538 0.688 -4.071
C2 1.838 1.543 1.042
H1 1.526 0.442 -3.648
C3 2.270 0.326 1.652
O1 0.324 -2.005 -1.227
C4 0.354 -1.844 -3.898
H2 -3.054 -0.474 1.844
C5 -0.285 -0.528 -4.185
H3 -2.150 -1.320 -3.568
H4 3.209 -1.513 0.753
H5 0.716 1.198 -5.031
C6 -1.775 1.352 1.552
N1 -0.186 -3.597 2.133
C7 -2.707 0.254 -0.255
H6 -0.895 3.022 0.328
H7 -1.557 1.664 2.575
H8 -0.233 -2.581 -4.460
H9 1.910 2.235 -1.101
H10 -0.021 -3.531 -2.501
H11 -2.208 -0.574 -5.175
H12 1.377 -1.784 -4.289
H13 -2.118 0.452 -3.738
C8 -1.425 2.067 0.367
H14 2.308 0.121 2.721
C9 -0.173 -2.474 1.803
H15 1.598 -2.952 -2.437
C10 2.749 -0.536 0.616
H16 2.958 -0.207 -1.598
H17 -3.326 -0.420 -0.856
C11 2.604 0.150 -0.630
C12 -1.998 1.394 -0.748
C13 -2.571 0.232 1.167
H18 -2.015 1.759 -1.779
C14 2.047 1.437 -0.363
H19 1.491 2.433 1.571
La1 0.007 -0.422 0.223
H20 0.064 1.428 -3.400
C15 -1.758 -0.488 -4.176
C16 0.562 -2.598 -2.479